{
  "formula": "C12H11BClCrF2N7O6",
  "method": "wB97M-V/def2-TZVPD",
  "species": ["H", "F", "C", "H", "H", "N", "O", "H", "C", "N", "H", "N", "C", "C", "C", "H", "H", "N", "H", "H", "N", "Cr", "C", "O", "N", "Cl", "F", "B", "C", "O", "N", "H", "C", "C", "C", "C", "H", "O", "O", "O", "C"],
  "xyz": [[-4.222, 2.246, 0.086], [-0.297, 2.201, -3.480], [-4.828, 0.401, -0.189], [0.281, 1.158, 3.392], [0.954, -0.905, -1.468], [-1.173, -0.001, -0.485], [-5.031, 1.687, 0.026], [4.472, 2.541, 2.845], [-1.888, 2.222, -0.241], [2.016, 1.851, 2.756], [2.319, 2.154, 3.668], [2.346, 1.567, 0.540], [0.758, -1.863, -0.968], [0.331, -4.423, -0.022], [-2.925, -1.322, -0.543], [-1.716, -3.848, 0.216], [4.732, 2.343, 1.137], [-1.564, -1.276, -0.592], [2.805, -2.441, -1.190], [0.161, -5.424, 0.351], [4.135, 2.251, 1.943], [0.471, 0.866, -0.947], [1.606, -4.031, -0.395], [-0.611, 2.396, -0.410], [0.669, 1.536, 2.540], [-3.830, -2.722, -0.730], [-0.996, 0.058, -3.338], [-0.312, 1.075, -2.798], [2.872, 1.900, 1.737], [2.259, 1.470, -1.597], [2.997, 1.730, -0.594], [0.153, 2.369, 2.273], [-0.735, -3.540, -0.103], [-3.395, -0.019, -0.346], [-0.528, -2.255, -0.584], [1.818, -2.745, -0.869], [2.434, -4.723, -0.325], [-5.709, -0.408, -0.244], [4.139, 2.094, -0.729], [-2.721, 3.066, 0.017], [-2.247, 0.765, -0.338]],
  "homo_lumo_gap_ev": [8.02, 7.85],
  "spin_multiplicity": 2,
  "homo_energy_ev": [-12.78, -12.32],
  "mol_weight_g_mol": 485.52,
  "fmax_ev_per_a": 2.385,
  "charge": 1
}